{
  "formula": "C43H35CrF5N5OP2",
  "method": "ωB97M-V with the def2-TZVPD basis set",
  "e_lumo_ev": [-2.1, -2.3],
  "total_charge": 1,
  "multiplicity": 5,
  "relative_energy_kj_mol": 0.00,
  "gap_ev": [8.144, 8.175],
  "symbols": ["Cr", "C", "C", "P", "C", "C", "C", "C", "C", "C", "C", "C", "C", "C", "C", "C", "P", "C", "C", "C", "C", "C", "C", "C", "C", "C", "C", "C", "C", "H", "H", "H", "H", "H", "H", "H", "H", "H", "H", "H", "H", "H", "H", "H", "H", "H", "H", "H", "H", "H", "H", "H", "H", "F", "C", "C", "F", "C", "F", "C", "O", "C", "F", "C", "F", "C", "C", "N", "C", "C", "N", "C", "N", "N", "N", "C", "C", "C", "C", "C", "C", "H", "H", "H", "H", "H", "H", "H", "H", "H", "H", "H"],
  "coordinates": [[-0.575, -0.885, -0.486], [1.401, -2.202, 2.095], [2.491, -1.693, 1.150], [1.849, -1.362, -0.536], [3.196, -0.505, -1.371], [3.382, 0.843, -1.059], [4.412, 1.554, -1.650], [5.250, 0.927, -2.565], [5.060, -0.409, -2.884], [4.035, -1.130, -2.286], [1.606, -2.978, -1.320], [2.109, -4.174, -0.813], [1.773, -5.380, -1.408], [0.940, -5.403, -2.518], [0.445, -4.217, -3.042], [0.775, -3.012, -2.443], [-0.111, -1.171, 1.943], [-1.237, -1.763, 3.224], [-1.528, -3.125, 3.302], [-2.438, -3.587, 4.238], [-3.070, -2.694, 5.093], [-2.790, -1.338, 5.013], [-1.876, -0.870, 4.080], [0.442, 0.489, 2.430], [-0.095, 1.584, 1.757], [0.323, 2.874, 2.051], [1.288, 3.076, 3.026], [1.823, 1.993, 3.713], [1.401, 0.706, 3.419], [1.751, -2.229, 3.128], [1.105, -3.220, 1.829], [3.338, -2.379, 1.097], [2.890, -0.736, 1.498], [2.715, 1.341, -0.360], [4.560, 2.597, -1.403], [6.052, 1.483, -3.032], [5.713, -0.894, -3.598], [3.890, -2.173, -2.537], [2.756, -4.178, 0.054], [2.159, -6.306, -1.004], [0.675, -6.347, -2.975], [-0.204, -4.231, -3.907], [0.380, -2.090, -2.863], [-1.058, -3.832, 2.629], [-2.659, -4.644, 4.297], [-3.782, -3.055, 5.823], [-3.282, -0.641, 5.677], [-1.661, 0.190, 4.026], [-0.860, 1.434, 1.000], [-0.102, 3.716, 1.523], [1.620, 4.080, 3.257], [2.567, 2.151, 4.482], [1.823, -0.128, 3.966], [-5.181, -5.908, 0.502], [-4.513, -4.784, 0.242], [-3.141, -4.732, 0.400], [-2.467, -5.809, 0.814], [-2.461, -3.558, 0.132], [-1.113, -3.552, 0.280], [-3.100, -2.396, -0.295], [-2.460, -1.267, -0.537], [-4.487, -2.481, -0.451], [-5.161, -1.401, -0.857], [-5.183, -3.648, -0.190], [-6.502, -3.681, -0.346], [-2.803, 1.770, -1.199], [-1.553, 1.651, -1.995], [-0.689, 0.648, -1.975], [0.316, 0.967, -2.871], [0.055, 2.170, -3.427], [-1.131, 2.599, -2.868], [-1.717, 3.917, -3.049], [-1.460, 4.785, -1.935], [-2.490, 5.152, -1.127], [-2.053, 5.888, -0.186], [-0.688, 6.032, -0.339], [0.241, 6.726, 0.444], [1.557, 6.659, 0.055], [1.948, 5.929, -1.091], [1.045, 5.245, -1.871], [-0.293, 5.314, -1.462], [-2.985, 0.842, -0.662], [-3.656, 1.942, -1.859], [-2.753, 2.613, -0.510], [1.146, 0.310, -3.062], [0.576, 2.743, -4.174], [-2.799, 3.844, -3.145], [-1.303, 4.334, -3.967], [-0.076, 7.287, 1.313], [2.314, 7.180, 0.625], [2.994, 5.919, -1.369], [1.361, 4.697, -2.747]],
  "mulliken_spin": [3.776, -0.008, -0.016, 0.011, -0.027, -0.003, 0.004, -0.001, 0.001, -0.001, -0.035, 0.018, 0.004, 0.001, 0.007, 0.004, 0.076, 0.022, 0.001, 0.002, -0.002, 0.002, -0.003, -0.075, 0.118, 0.029, 0.001, 0.002, -0.009, -0.001, 0.002, -0.004, -0.001, 0.005, 0.000, 0.000, 0.000, -0.001, 0.000, 0.000, 0.000, 0.000, 0.002, 0.000, 0.000, 0.000, 0.000, 0.001, -0.073, 0.002, 0.000, 0.000, 0.000, 0.001, 0.009, 0.007, 0.000, 0.032, -0.027, 0.035, -0.022, 0.003, 0.000, -0.004, 0.000, 0.022, 0.022, 0.025, 0.041, 0.004, 0.007, 0.000, 0.000, 0.000, 0.000, 0.000, 0.000, 0.000, 0.000, 0.000, 0.000, -0.001, 0.002, 0.002, 0.011, 0.001, 0.001, -0.001, 0.000, 0.000, 0.000, 0.000]
}

=====

{
  "formula": "C3H2ClF3",
  "method": "ωB97M-V with the def2-TZVPD basis set",
  "e_lumo_ev": [-0.2, -0.2],
  "relative_energy_kj_mol": 339.86,
  "gap_ev": [9.083, 9.083],
  "symbols": ["C", "C", "C", "F", "F", "F", "Cl", "H", "H"],
  "coordinates": [[0.215, 0.481, 0.005], [-0.873, 1.193, 0.185], [-2.529, 0.674, 1.869], [-1.445, 2.131, -0.454], [-1.964, 0.557, 3.097], [-3.004, -0.502, 1.568], [-3.513, 2.058, 1.877], [1.177, 0.902, -0.462], [0.530, -0.367, 0.665]],
  "nbo_charge": [-0.618, 0.440, 0.597, -0.290, -0.337, -0.304, 0.032, 0.234, 0.247]
}

=====

{
  "formula": "CH2ClNOS2",
  "method": "ωB97M-V with the def2-TZVPD basis set",
  "e_lumo_ev": [-0.1, -3.8],
  "multiplicity": 3,
  "relative_energy_kj_mol": 144.22,
  "gap_ev": [9.022, 6.352],
  "symbols": ["C", "N", "O", "S", "S", "Cl", "H", "H"],
  "coordinates": [[-0.473, -1.245, 0.000], [-0.416, -0.074, 0.651], [-0.138, -2.282, 0.452], [1.116, 1.838, -0.969], [-0.410, 1.480, 0.318], [0.852, -0.560, 2.618], [-0.880, -1.104, -0.970], [0.348, 1.947, -2.099]],
  "mulliken_spin": [-0.004, 0.531, 0.082, 0.031, 0.430, 0.887, 0.022, 0.020]
}

=====

{
  "formula": "C33H43N5O5S3SiTi",
  "method": "ωB97M-V with the def2-TZVPD basis set",
  "e_lumo_ev": -6.6,
  "total_charge": 2,
  "gap_ev": 6.441,
  "symbols": ["Ti", "C", "C", "C", "C", "O", "Si", "S", "O", "C", "C", "C", "C", "O", "C", "C", "C", "C", "H", "H", "H", "H", "H", "H", "H", "H", "H", "H", "H", "H", "H", "H", "H", "H", "H", "H", "H", "H", "H", "H", "H", "H", "H", "H", "H", "C", "C", "N", "C", "C", "C", "C", "C", "C", "C", "C", "C", "N", "C", "H", "H", "H", "H", "H", "H", "H", "H", "N", "C", "C", "C", "C", "C", "C", "S", "O", "O", "N", "C", "S", "C", "C", "N", "H", "H", "H", "H", "H", "H", "H", "H"],
  "coordinates": [[-0.174, 0.010, -0.544], [-1.185, -0.894, 3.041], [0.159, -1.553, 2.536], [-0.028, -2.998, 2.021], [1.210, -1.625, 3.587], [0.532, -0.669, 1.282], [1.878, 0.459, 1.333], [1.592, 1.332, -0.605], [3.238, -0.391, 1.580], [4.555, -0.705, 1.101], [5.502, 0.408, 1.445], [4.554, -0.989, -0.422], [4.921, -1.958, 1.890], [1.441, 1.422, 2.498], [1.877, 2.690, 3.114], [3.273, 2.518, 3.627], [1.031, 2.818, 4.322], [1.629, 3.814, 2.138], [-1.127, -0.173, 3.842], [-1.927, -1.687, 3.382], [-1.705, -0.438, 2.149], [0.049, -3.759, 2.809], [0.744, -3.235, 1.303], [-0.985, -3.169, 1.526], [0.931, -2.232, 4.445], [1.420, -0.589, 3.986], [2.119, -2.030, 3.196], [5.178, 1.383, 1.016], [6.537, 0.292, 1.132], [5.570, 0.557, 2.526], [4.077, -0.117, -0.876], [3.971, -1.889, -0.603], [5.564, -1.150, -0.797], [4.861, -1.735, 2.960], [5.937, -2.263, 1.746], [4.302, -2.812, 1.700], [3.384, 1.573, 4.185], [3.584, 3.311, 4.242], [4.064, 2.389, 2.850], [1.188, 1.996, 5.015], [-0.040, 2.840, 4.071], [1.252, 3.705, 4.818], [2.345, 3.872, 1.341], [1.678, 4.694, 2.758], [0.628, 3.675, 1.693], [2.083, -2.646, -3.261], [1.558, -1.540, -2.631], [0.456, -1.614, -1.896], [-0.237, -2.775, -1.744], [0.208, -3.934, -2.357], [1.426, -3.863, -3.142], [-0.570, -5.143, -2.225], [-1.782, -5.064, -1.663], [-2.317, -3.835, -1.118], [-3.627, -3.721, -0.613], [-4.060, -2.472, -0.176], [-3.176, -1.391, -0.159], [-1.943, -1.505, -0.667], [-1.563, -2.674, -1.151], [2.928, -2.545, -3.918], [2.060, -0.614, -2.750], [1.774, -4.693, -3.711], [-0.210, -6.053, -2.692], [-2.446, -5.924, -1.642], [-4.179, -4.674, -0.483], [-5.020, -2.401, 0.328], [-3.500, -0.437, 0.205], [-5.698, 4.874, -4.232], [-4.787, 3.871, -4.163], [-3.432, 4.176, -4.379], [-2.474, 3.201, -4.244], [-2.822, 1.862, -3.902], [-4.191, 1.529, -3.741], [-5.111, 2.551, -3.864], [-1.642, 0.684, -3.530], [-0.418, 0.808, -4.292], [-2.288, -0.576, -3.466], [-1.158, 1.044, -1.900], [-1.840, 1.756, -0.939], [-2.910, 3.053, -0.924], [-2.895, 3.028, 0.840], [-2.007, 2.135, 1.286], [-1.517, 1.309, 0.288], [-5.352, 5.786, -4.642], [-6.674, 4.707, -4.412], [-3.149, 5.149, -4.812], [-1.414, 3.460, -4.413], [-4.460, 0.558, -3.492], [-6.137, 2.170, -3.733], [-3.413, 3.757, 1.446], [-1.680, 1.930, 2.324]],
  "mulliken_charge": [-1.027, -1.153, 1.584, -1.569, -1.532, -0.238, 0.281, -0.757, 0.062, 1.687, -1.635, -1.397, -1.761, 0.242, 1.488, -1.494, -1.725, -1.449, 0.299, 0.304, -0.007, 0.487, 0.297, 0.288, 0.535, 0.164, 0.421, 0.305, 0.506, 0.383, 0.272, 0.291, 0.536, 0.351, 0.483, 0.327, 0.270, 0.559, 0.187, 0.355, 0.260, 0.672, 0.313, 0.512, 0.175, -1.174, -0.632, 1.235, -0.106, 0.898, -0.731, -1.095, -0.901, 1.504, -0.773, -1.316, -0.527, 1.749, -0.350, 0.594, 0.680, 0.524, 0.468, 0.427, 0.425, 0.480, 0.487, -0.519, 0.957, -0.574, -0.440, -0.869, -0.490, -0.592, 1.700, -0.759, -0.684, 0.312, 0.365, 0.023, -0.646, -0.719, 0.979, 0.242, 0.250, 0.303, 0.409, 0.640, 0.293, 0.497, 0.303]
}

=====

{
  "formula": "C6H18NO2S",
  "method": "ωB97M-V with the def2-TZVPD basis set",
  "e_lumo_ev": 3.3,
  "total_charge": -1,
  "relative_energy_kj_mol": 276.05,
  "gap_ev": 6.490,
  "symbols": ["C", "C", "S", "C", "N", "C", "C", "C", "H", "H", "H", "H", "H", "H", "H", "H", "H", "H", "H", "H", "H", "H", "H", "H", "O", "H", "H", "O"],
  "coordinates": [[-1.609, -0.583, 0.021], [-2.832, -0.298, 0.879], [-2.621, 1.352, 1.699], [-0.224, -0.601, 0.538], [0.995, -0.269, -0.287], [1.453, -1.440, -1.082], [0.711, -1.720, -2.387], [0.719, 0.965, -1.257], [-1.817, -1.664, -0.502], [-1.660, -0.046, -1.043], [-3.115, -1.086, 1.668], [-3.619, -0.176, 0.213], [-0.120, 0.190, 1.468], [0.164, -1.476, 1.032], [1.575, -2.362, -0.378], [2.499, -1.120, -1.304], [-0.312, -1.349, -2.285], [1.041, -1.110, -3.169], [0.864, -2.718, -2.813], [1.457, 0.991, -2.027], [-0.276, 0.807, -1.743], [0.393, 1.912, -0.793], [-0.583, 2.215, 2.333], [0.073, 1.502, 3.553], [0.298, 2.120, 3.025], [1.858, 2.223, 2.183], [2.229, 1.490, 0.947], [2.459, 2.251, 1.512]],
  "nbo_charge": [-0.426, -0.500, -0.707, -0.276, -0.450, -0.221, -0.654, -0.460, 0.159, 0.202, 0.184, 0.192, 0.231, 0.191, 0.193, 0.183, 0.223, 0.198, 0.206, 0.190, 0.176, 0.241, 0.510, 0.447, -1.010, 0.487, 0.473, -0.982]
}

=====

{
  "formula": "C29H29BF4O2S2",
  "method": "ωB97M-V with the def2-TZVPD basis set",
  "e_lumo_ev": -1.7,
  "relative_energy_kj_mol": 80.22,
  "gap_ev": 4.108,
  "symbols": ["F", "C", "C", "C", "F", "C", "C", "C", "C", "C", "C", "F", "C", "C", "F", "C", "C", "H", "H", "H", "H", "H", "H", "H", "C", "C", "C", "C", "C", "B", "C", "C", "C", "C", "C", "S", "O", "C", "C", "C", "C", "C", "C", "O", "S", "H", "H", "H", "H", "H", "H", "H", "H", "H", "H", "H", "H", "H", "H", "H", "H", "H", "H", "H", "H", "H", "H"],
  "coordinates": [[-2.373, 2.762, -4.645], [-2.128, 1.512, -4.117], [-2.948, 0.437, -4.473], [-2.590, -0.797, -3.927], [-3.440, -1.861, -4.086], [-1.438, -1.005, -3.181], [-0.731, 0.117, -2.681], [0.365, -0.136, -1.760], [1.665, 0.088, -2.345], [2.576, -0.995, -2.520], [3.667, -0.792, -3.354], [4.503, -1.848, -3.640], [3.987, 0.467, -3.903], [3.149, 1.526, -3.560], [3.606, 2.816, -3.738], [1.936, 1.350, -2.936], [-1.031, 1.376, -3.274], [-3.826, 0.579, -5.095], [-1.128, -1.987, -2.816], [0.229, -0.891, -0.980], [2.412, -1.953, -2.024], [4.900, 0.641, -4.477], [1.268, 2.205, -2.795], [-0.492, 2.278, -2.963], [1.297, 0.584, 6.088], [0.625, 0.675, 4.764], [-0.570, 1.321, 4.491], [-0.934, 1.261, 3.130], [0.019, 0.687, 2.273], [-0.458, -0.240, 0.938], [0.328, 1.176, 0.686], [-0.098, 2.390, 0.108], [0.922, 3.323, -0.159], [2.208, 2.799, -0.019], [3.502, 3.487, -0.227], [2.113, 1.200, 0.565], [0.211, -1.480, 0.935], [-0.805, -2.382, 1.438], [-0.695, -3.758, 0.810], [-0.574, -2.388, 2.943], [-2.201, -1.705, 1.042], [-2.829, -2.168, -0.279], [-3.220, -1.831, 2.170], [-1.848, -0.320, 0.854], [1.375, 0.171, 3.300], [0.557, 0.808, 6.866], [1.712, -0.415, 6.281], [2.114, 1.324, 6.151], [-1.160, 1.802, 5.286], [-1.830, 1.696, 2.726], [-1.137, 2.574, -0.105], [0.784, 4.383, -0.373], [3.360, 4.323, -0.912], [3.911, 3.875, 0.716], [4.233, 2.778, -0.629], [-1.617, -4.321, 1.018], [-0.561, -3.700, -0.283], [0.137, -4.309, 1.263], [-1.214, -3.147, 3.415], [0.478, -2.574, 3.191], [-0.809, -1.409, 3.389], [-2.828, -3.250, -0.446], [-3.866, -1.828, -0.337], [-2.337, -1.672, -1.131], [-3.533, -2.892, 2.236], [-2.793, -1.525, 3.139], [-4.110, -1.211, 1.977]],
  "nbo_charge": [-0.337, 0.407, -0.385, 0.424, -0.334, -0.324, -0.014, -0.269, 0.006, -0.330, 0.427, -0.336, -0.410, 0.433, -0.344, -0.350, -0.263, 0.246, 0.231, 0.238, 0.233, 0.244, 0.229, 0.213, -0.653, -0.125, -0.307, -0.095, -0.421, 1.073, -0.434, -0.127, -0.284, -0.095, -0.662, 0.516, -0.749, 0.252, -0.629, -0.638, 0.259, -0.646, -0.633, -0.745, 0.505, 0.231, 0.237, 0.239, 0.232, 0.237, 0.244, 0.236, 0.240, 0.237, 0.245, 0.213, 0.227, 0.217, 0.213, 0.226, 0.212, 0.213, 0.219, 0.235, 0.212, 0.214, 0.223]
}